[1]
{
  "formula": "C3H6O2S",
  "method": "ωB97M-V/def2-TZVPD",
  "species": ["C", "C", "C", "O", "O", "S", "H", "H", "H", "H", "H", "H"],
  "coordinates": [[-0.103, 0.952, -0.563], [-0.820, 0.392, 0.681], [0.609, 0.134, 0.439], [2.495, -1.290, -1.302], [0.829, -3.199, -1.514], [1.029, -1.426, -1.208], [-0.208, 0.431, -1.485], [0.132, 2.032, -0.640], [-1.153, 1.174, 1.414], [-1.587, -0.231, 0.366], [1.457, 0.403, 0.952], [0.036, -3.574, -1.048]],
  "homo_energy_ev": [-8.70, -8.71],
  "e_above_lowest_kj_mol": 486.2,
  "e_tot_ev": -18133.9082,
  "lumo_energy_ev": [-0.71, -0.71]
}

[2]
{
  "formula": "C2H3NO3",
  "method": "ωB97M-V/def2-TZVPD",
  "species": ["O", "C", "O", "C", "N", "O", "H", "H", "H"],
  "coordinates": [[0.788, -3.750, -0.447], [1.675, -3.111, 0.000], [2.647, -2.612, 0.370], [0.470, 0.641, 0.165], [-0.430, -0.208, 0.437], [-0.338, -1.322, -0.427], [0.751, 1.370, 0.992], [1.051, 0.592, -0.713], [-1.012, -1.950, -0.149]],
  "homo_energy_ev": -10.27,
  "smiles": "O=C=O.C=NO",
  "e_above_lowest_kj_mol": 234.2,
  "e_tot_ev": -9753.6617,
  "lumo_energy_ev": 0.60
}

[3]
{
  "formula": "C45H45BN5O2S4V",
  "method": "ωB97M-V/def2-TZVPD",
  "species": ["V", "N", "S", "N", "S", "N", "S", "N", "C", "C", "C", "C", "C", "C", "C", "C", "C", "C", "C", "C", "C", "C", "C", "C", "C", "C", "C", "C", "C", "C", "C", "C", "C", "C", "C", "C", "C", "C", "C", "C", "C", "C", "C", "C", "H", "H", "H", "H", "H", "H", "H", "H", "H", "H", "H", "H", "H", "H", "H", "H", "H", "H", "H", "H", "H", "H", "H", "H", "H", "H", "H", "H", "H", "H", "S", "C", "C", "N", "C", "H", "H", "H", "C", "C", "C", "O", "B", "O", "C", "C", "C", "H", "H", "H", "H", "H", "H", "H", "H", "H", "H", "H", "H"],
  "coordinates": [[-1.638, -0.715, -1.391], [-0.030, -0.782, -1.954], [1.405, -0.768, -1.491], [1.619, -0.082, -0.021], [1.475, -0.798, 1.367], [0.098, -1.478, 1.702], [-1.350, -0.727, 1.683], [-1.928, -0.577, 0.301], [-1.227, 0.895, 2.465], [-1.530, 1.054, 3.807], [-1.459, 2.323, 4.364], [-1.087, 3.402, 3.575], [-0.807, 3.228, 2.225], [-0.886, 1.966, 1.654], [-2.357, -1.783, 2.718], [-3.735, -1.680, 2.578], [-4.550, -2.423, 3.414], [-3.983, -3.246, 4.377], [-2.605, -3.351, 4.495], [-1.778, -2.614, 3.663], [2.728, -2.056, 1.571], [4.031, -1.581, 1.501], [5.078, -2.452, 1.739], [4.813, -3.781, 2.041], [3.507, -4.246, 2.077], [2.447, -3.383, 1.844], [1.827, 0.431, 2.612], [2.149, 1.741, 2.306], [2.391, 2.621, 3.351], [2.314, 2.187, 4.665], [1.992, 0.868, 4.954], [1.745, -0.020, 3.922], [1.981, -2.478, -1.393], [1.001, -3.443, -1.211], [1.362, -4.780, -1.175], [2.695, -5.140, -1.320], [3.666, -4.166, -1.499], [3.314, -2.824, -1.543], [2.458, 0.186, -2.578], [1.953, 0.454, -3.841], [2.759, 1.100, -4.763], [4.053, 1.462, -4.421], [4.537, 1.207, -3.146], [3.741, 0.562, -2.212], [-1.835, 0.205, 4.399], [-1.711, 2.455, 5.406], [-1.035, 4.393, 3.999], [-0.535, 4.083, 1.623], [-0.703, 1.784, 0.599], [-4.144, -1.014, 1.831], [-5.622, -2.351, 3.323], [-4.620, -3.819, 5.032], [-2.169, -4.000, 5.237], [-0.704, -2.676, 3.734], [4.201, -0.538, 1.280], [6.092, -2.089, 1.711], [5.629, -4.452, 2.257], [3.312, -5.279, 2.310], [1.424, -3.721, 1.876], [2.204, 2.049, 1.273], [2.646, 3.648, 3.142], [2.513, 2.874, 5.472], [1.940, 0.529, 5.975], [1.500, -1.053, 4.116], [-0.039, -3.133, -1.128], [0.603, -5.539, -1.058], [2.970, -6.183, -1.320], [4.699, -4.449, -1.630], [4.066, -2.073, -1.721], [0.943, 0.151, -4.078], [2.381, 1.307, -5.751], [4.688, 1.945, -5.148], [5.538, 1.500, -2.875], [4.111, 0.362, -1.219], [-5.660, -2.198, -1.712], [-5.405, -1.137, -3.032], [-4.093, -0.799, -3.126], [-3.297, -1.357, -2.172], [-3.991, -2.134, -1.369], [-6.217, -0.831, -3.662], [-3.659, -0.151, -3.869], [-3.543, -2.714, -0.576], [-3.677, 2.972, -4.028], [-2.874, 3.109, -2.733], [-3.478, 4.220, -1.881], [-3.035, 1.846, -2.018], [-1.857, 1.206, -1.996], [-0.829, 1.896, -2.515], [-1.307, 3.207, -2.935], [-0.609, 4.216, -2.021], [-0.872, 3.408, -4.382], [-4.716, 2.777, -3.772], [-3.320, 2.151, -4.644], [-3.641, 3.888, -4.607], [-4.561, 4.127, -1.880], [-3.232, 5.195, -2.287], [-3.132, 4.155, -0.855], [-0.847, 4.019, -0.978], [-0.891, 5.233, -2.274], [0.466, 4.107, -2.152], [-1.200, 2.578, -5.002], [0.213, 3.444, -4.420], [-1.273, 4.334, -4.782]],
  "homo_energy_ev": [-16.07, -16.48],
  "e_above_lowest_kj_mol": 62.7,
  "e_tot_ev": -128618.4160,
  "lumo_energy_ev": [-7.75, -7.59],
  "total_charge": 3,
  "spin_multiplicity": 2
}

[4]
{
  "formula": "C5H9KO3",
  "method": "ωB97M-V/def2-TZVPD",
  "species": ["O", "C", "O", "C", "C", "H", "C", "H", "H", "H", "C", "H", "H", "H", "H", "H", "K", "O"],
  "coordinates": [[-1.744, -0.044, 1.237], [-0.707, 0.072, 0.593], [-0.525, -0.823, -0.370], [0.735, -1.486, -0.596], [0.291, 1.417, 0.523], [1.284, 1.258, 0.060], [-0.409, 2.677, 0.020], [-0.116, 2.948, -1.005], [-1.500, 2.529, -0.021], [-0.165, 3.521, 0.686], [0.426, -2.809, -1.252], [1.242, -1.627, 0.368], [1.365, -0.852, -1.232], [0.004, -3.515, -0.524], [1.351, -3.238, -1.658], [-0.291, -2.679, -2.074], [-1.608, 1.463, 3.355], [0.367, 1.190, 1.892]],
  "homo_energy_ev": -6.61,
  "e_above_lowest_kj_mol": 121.0,
  "e_tot_ev": -27796.8430,
  "lumo_energy_ev": -0.43
}

[5]
{
  "formula": "C5H14N2O",
  "method": "ωB97M-V/def2-TZVPD",
  "species": ["C", "C", "C", "C", "C", "N", "N", "O", "H", "H", "H", "H", "H", "H", "H", "H", "H", "H", "H", "H", "H", "H"],
  "coordinates": [[-0.960, 0.031, -0.414], [0.167, -0.573, 0.442], [2.071, 0.084, 1.732], [-0.452, 0.375, -1.815], [-1.493, 1.297, 0.282], [1.352, 0.140, 0.483], [-1.981, -1.020, -0.541], [2.187, -1.238, -0.489], [2.890, -1.221, -1.159], [-2.714, -0.718, -1.172], [-2.419, -1.205, 0.356], [-0.173, -0.979, 1.403], [0.655, -1.478, -0.171], [2.042, -0.902, 2.209], [3.103, 0.386, 1.570], [1.591, 0.811, 2.398], [0.367, 1.089, -1.756], [-0.091, -0.522, -2.316], [-1.257, 0.815, -2.408], [-2.314, 1.729, -0.293], [-0.702, 2.042, 0.382], [-1.871, 1.059, 1.279]],
  "homo_energy_ev": -9.25,
  "e_above_lowest_kj_mol": 483.0,
  "e_tot_ev": -10436.0220,
  "lumo_energy_ev": 0.03
}